DFT (wB97M-V/def2-TZVPD) results for 2 unconnected molecules or ions with the total composition C3H10OS in a non-equilibrium geometry.

Computed properties:
**Strongest force on any atom**: 5.47 eV/Å
**SMILES**: CCO.CS
**Energy relative to the best compared isomer or geometry (same formula, charge and spin)**: 34.4 kcal/mol
**E_LUMO**: 0.86 eV
**Frontier orbital gap**: 9.882 eV

Each line ends with the Mulliken charge.
Cartesian coordinates (Å):
C 1.1440 1.4972 0.1888  -0.801
S 2.3723 0.1424 -0.2583  -0.213
H 0.0832 1.5227 -0.2151  0.253
H 1.0293 1.5261 1.3091  0.304
H 1.5872 2.5314 0.0134  0.326
H 3.4238 0.9277 -0.5381  0.123
C -1.4833 -1.0775 -0.0550  0.045
O -1.8486 0.0698 -0.8830  -0.537
C -2.4167 -0.9769 1.1781  -0.991
H -1.5904 -1.9470 -0.6259  0.416
H -0.4501 -0.7999 0.2558  -0.148
H -2.5997 -0.2103 -1.4929  0.284
H -3.0971 -0.2457 1.0977  0.352
H -3.0048 -1.9585 1.3199  0.265
H -2.0130 -0.8397 2.2015  0.322